(1)
C4H6N2O in the gas phase. Source: the Open Molecules 2025 dataset; level of theory: ωB97M-V/def2-TZVPD.

Positions of all 13 atoms, in Å:
1 N -0.22 0.82 -2.13
2 C -0.08 0.45 -0.77
3 C -0.18 1.25 0.33
4 N -0.05 0.42 1.45
5 C 0.10 -0.86 1.04
6 O 0.23 -1.81 2.00
7 C 0.06 -0.90 -0.35
8 H 0.10 1.77 -2.25
9 H 0.33 0.23 -2.74
10 H -0.33 2.31 0.42
11 H -0.06 0.72 2.41
12 H 0.33 -2.66 1.56
13 H -0.24 -1.69 -0.99

Properties
ΔE to the lowest compared entry with this formula, charge and spin: 1.095 eV
Highest occupied orbital energy: -7.31 eV
SMILES: Nc1c[nH]c(O)c1
LUMO: 0.85 eV
DFT total energy: -340.7547 a.u.

(2)
A molecular structure, C23H22BaBr3N3O3S3. Source: the Open Molecules 2025 dataset; level of theory: ωB97M-V/def2-TZVPD.

Positions of all 58 atoms, in Å:
1 Ba 0.49 -0.04 0.00
2 Br 0.40 3.54 -1.14
3 C -0.68 3.24 0.40
4 Br 0.40 2.70 1.88
5 H -1.34 2.41 0.15
6 H -1.21 4.16 0.65
7 C 1.47 -2.00 5.30
8 C 1.07 -1.36 3.99
9 N 0.30 -0.35 3.86
10 O -0.28 0.27 4.92
11 C 1.56 -1.95 2.75
12 C 2.32 -3.24 2.73
13 N 1.28 -1.30 1.67
14 O 1.69 -1.71 0.49
15 H 1.32 -1.33 6.14
16 H 2.51 -2.29 5.28
17 H 0.87 -2.90 5.46
18 H -0.09 -0.18 5.76
19 H 2.10 -3.85 3.60
20 H 3.40 -3.06 2.70
21 H 2.05 -3.78 1.82
22 O -1.37 0.68 -0.62
23 C -2.26 0.40 -1.61
24 C -1.50 -0.27 -2.74
25 C -0.35 0.18 -3.34
26 C 0.19 -0.74 -4.26
27 C -0.55 -1.88 -4.36
28 S -1.92 -1.85 -3.32
29 C -3.33 -0.56 -1.11
30 C -3.20 -1.45 -0.09
31 C -4.36 -2.22 0.11
32 C -5.35 -1.91 -0.76
33 S -4.89 -0.66 -1.84
34 C -2.91 1.68 -2.11
35 C -2.84 2.27 -3.33
36 C -3.50 3.52 -3.38
37 C -4.05 3.87 -2.19
38 S -3.79 2.66 -0.99
39 H 0.05 1.17 -3.16
40 H 1.09 -0.56 -4.83
41 H -0.38 -2.74 -4.98
42 H -2.30 -1.55 0.51
43 H -4.45 -2.97 0.88
44 H -6.34 -2.33 -0.82
45 H -2.35 1.83 -4.18
46 H -3.54 4.14 -4.26
47 H -4.59 4.75 -1.93
48 Br 5.60 -0.26 2.74
49 C 4.84 0.34 1.11
50 C 5.60 0.43 -0.04
51 C 4.97 0.88 -1.19
52 C 3.61 1.16 -1.14
53 N 2.89 1.05 -0.03
54 C 3.50 0.68 1.08
55 H 6.65 0.16 -0.04
56 H 5.53 1.00 -2.11
57 H 3.08 1.50 -2.02
58 H 2.89 0.64 1.97

Properties
ΔE to the lowest compared entry with this formula, charge and spin: 3.321 eV
Highest occupied orbital energy: -8.06 eV
LUMO: 0.30 eV
DFT total energy: -10221.5815 a.u.

(3)
A molecular structure, C35H45N5P2SSi2Sm. Source: the Open Molecules 2025 dataset; level of theory: ωB97M-V/def2-TZVPD.

Positions of all 91 atoms, in Å:
1 Sm -0.11 0.70 1.34
2 C -1.88 4.51 -1.26
3 Si -0.59 3.26 -0.71
4 C -0.07 3.66 1.13
5 C 0.99 3.48 -1.71
6 N -1.14 1.66 -0.48
7 P -1.63 0.19 -0.98
8 C -0.76 -1.12 -0.21
9 P 0.92 -1.07 -0.71
10 N 1.78 0.00 0.21
11 Si 3.33 -0.08 0.96
12 C 4.04 -1.76 1.45
13 C 2.98 0.79 2.64
14 C 4.65 0.86 -0.01
15 C 1.57 -2.76 -0.50
16 C 0.87 -3.67 0.28
17 C 1.36 -4.95 0.46
18 C 2.55 -5.33 -0.15
19 C 3.24 -4.43 -0.94
20 C 2.75 -3.14 -1.12
21 C 1.28 -0.75 -2.45
22 C 2.04 0.34 -2.87
23 C 2.26 0.54 -4.22
24 C 1.73 -0.34 -5.15
25 C 1.00 -1.44 -4.74
26 C 0.77 -1.65 -3.39
27 C -1.95 0.14 -2.77
28 C -1.78 1.28 -3.55
29 C -2.09 1.23 -4.91
30 C -2.58 0.07 -5.47
31 C -2.75 -1.07 -4.69
32 C -2.41 -1.04 -3.34
33 C -3.30 0.02 -0.21
34 C -4.11 -1.08 -0.44
35 C -5.32 -1.22 0.23
36 C -5.72 -0.26 1.15
37 C -4.92 0.84 1.39
38 C -3.71 0.98 0.71
39 H -1.41 5.47 -1.46
40 H -2.39 4.19 -2.17
41 H -2.65 4.65 -0.50
42 H 0.03 4.73 1.28
43 H -0.83 3.30 1.85
44 H 0.91 3.22 1.36
45 H 1.26 4.54 -1.75
46 H 1.82 2.93 -1.25
47 H 0.89 3.12 -2.73
48 H 3.27 -2.48 1.73
49 H 4.62 -2.19 0.63
50 H 4.71 -1.63 2.30
51 H 2.63 0.07 3.38
52 H 3.90 1.24 3.04
53 H 2.24 1.60 2.56
54 H 4.85 0.34 -0.95
55 H 4.35 1.88 -0.24
56 H 5.58 0.90 0.56
57 H -0.10 -3.36 0.68
58 H 0.80 -5.67 1.05
59 H 2.92 -6.34 -0.03
60 H 4.16 -4.73 -1.43
61 H 3.29 -2.43 -1.74
62 H 2.46 1.00 -2.12
63 H 2.85 1.38 -4.56
64 H 1.90 -0.17 -6.21
65 H 0.60 -2.14 -5.47
66 H 0.22 -2.51 -3.04
67 H -1.42 2.19 -3.10
68 H -1.95 2.12 -5.52
69 H -2.82 0.04 -6.52
70 H -3.13 -1.98 -5.13
71 H -2.49 -1.93 -2.74
72 H -3.81 -1.85 -1.13
73 H -5.94 -2.08 0.04
74 H -6.67 -0.37 1.67
75 H -5.23 1.60 2.09
76 H -3.11 1.87 0.86
77 C -1.86 1.75 6.84
78 C -0.56 1.82 6.03
79 C -0.37 0.63 5.16
80 N -0.40 0.63 3.88
81 N -0.23 -0.61 3.31
82 C -0.04 -1.56 4.18
83 N 0.18 -2.83 3.84
84 S -0.11 -0.97 5.82
85 H -1.96 2.65 7.46
86 H -1.87 0.88 7.50
87 H -2.73 1.70 6.18
88 H 0.29 1.89 6.72
89 H -0.56 2.71 5.40
90 H 0.25 -3.05 2.86
91 H 0.34 -3.55 4.53

Properties
Net charge: +1
Highest occupied orbital energy (alpha / beta): -10.12 / -10.15 eV
2S+1: 6
LUMO (alpha / beta): -2.43 / -2.36 eV
DFT total energy: -3952.3212 a.u.

(4)
A molecular structure, C3H7NO4S2. Source: the Open Molecules 2025 dataset; level of theory: ωB97M-V/def2-TZVPD.

Positions of all 17 atoms, in Å:
1 C 1.72 0.33 -1.38
2 C 0.06 -0.49 1.11
3 C -2.23 0.71 -0.21
4 N -1.78 1.71 0.39
5 O 1.85 -1.87 -0.14
6 O 2.35 0.19 1.22
7 O -2.26 -1.79 0.68
8 O -0.77 -1.14 -1.22
9 S 1.45 -0.51 0.04
10 S -1.35 -0.91 0.05
11 H 2.00 -0.46 -2.12
12 H 0.79 0.84 -1.69
13 H 0.17 -1.28 1.96
14 H -0.23 0.54 1.55
15 H -2.82 0.59 -1.14
16 H -1.94 2.69 0.10
17 H 2.99 0.85 0.80

Properties
ΔE to the lowest compared entry with this formula, charge and spin: 4.008 eV
Highest occupied orbital energy: -8.48 eV
LUMO: 0.10 eV
DFT total energy: -1270.4004 a.u.